[1]
DFT (the ωB97M-V functional and the def2-TZVPD basis) results for a structure of composition H12O6Tl.

```
19
Properties=species:S:1:pos:R:3:forces:R:3
Tl -0.373 0.603 -0.246 0.6 -1.1 0.6
O -0.259 1.060 -3.149 0.0 0.1 0.9
H -0.197 1.846 -3.692 0.1 0.6 -0.1
H -0.287 0.337 -3.776 0.0 -0.5 -0.1
O -0.761 -2.229 0.388 0.3 0.9 -0.6
H -1.674 -2.517 0.413 -0.6 -0.1 -0.2
H -0.340 -2.703 1.105 0.4 -0.1 0.5
O -1.748 -1.143 -2.174 0.2 0.3 0.6
H -1.381 -1.873 -2.674 0.3 -0.4 0.0
H -2.607 -0.991 -2.567 -0.5 0.3 -0.1
O 0.945 2.653 1.386 -0.5 -0.6 -0.6
H 1.526 3.294 0.976 0.3 0.3 -0.3
H 1.116 2.741 2.324 0.0 0.1 0.4
O 2.175 -0.535 0.833 -0.9 0.2 -0.4
H 2.763 -0.237 1.527 0.2 0.3 0.3
H 2.635 -1.270 0.427 0.2 -0.3 -0.3
O -0.466 0.244 2.586 0.2 0.0 -1.0
H -1.091 -0.149 3.195 -0.5 -0.2 0.2
H 0.026 0.870 3.117 0.2 0.3 0.2
```
Positions in Å, forces in eV/Å.

Results
**Expectation value of S²**: 0.7543
**HOMO-LUMO gap (spin up / spin down)**: 0.4166 / 0.1954 Eh
**Net charge**: +2
**Multiplicity**: 2
**Highest occupied orbital energy (spin up / spin down)**: -19.15 / -19.07 eV

[2]
DFT (the ωB97M-V functional and the def2-TZVPD basis) results for a cluster of 6 separate species, H13NO5 in total.

```
19
Properties=species:S:1:pos:R:3:forces:R:3
N 1.612 -0.755 0.879 -0.7 0.1 -1.0
H 1.272 0.185 1.064 0.5 -0.3 -0.6
H 1.854 -1.109 1.757 1.0 -1.1 1.1
H 2.241 -0.863 0.081 0.0 0.4 1.1
H -0.261 -0.021 2.581 0.2 0.6 0.0
H -0.429 1.381 2.137 -2.2 1.9 -1.6
O 0.177 0.858 2.576 1.6 -2.3 1.9
H -2.893 -0.228 -0.112 -2.2 -0.3 0.6
H -1.512 -0.875 -0.133 0.2 -0.6 -0.2
O -2.003 -0.066 -0.322 1.4 1.3 -0.1
H 0.348 -1.831 -0.248 3.3 1.7 1.0
H -0.427 -2.797 -1.043 -0.4 -0.3 -0.4
O -0.489 -2.190 -0.306 -2.8 -1.9 -0.4
H 0.578 0.799 -1.035 -2.2 0.0 -1.7
H 1.972 1.412 -1.457 0.2 0.8 -1.9
O 1.434 1.041 -0.803 2.4 0.0 2.9
H -1.161 2.307 -2.388 -0.3 1.0 -0.3
H -1.448 1.282 -1.167 1.5 0.0 -2.9
O -0.866 1.471 -2.064 -1.6 -1.1 2.6
```
Positions in Å, forces in eV/Å.

Results
**Expectation value of S²**: 0.7505
**HOMO-LUMO gap (spin up / spin down)**: 0.1056 / 0.3600 Eh
**Net charge**: -1
**Multiplicity**: 2
**Highest occupied orbital energy (spin up / spin down)**: 0.99 / -6.14 eV

[3]
DFT (the ωB97M-V functional and the def2-TZVPD basis) results for a cluster of 6 separate species, H13NO5 in total.

```
19
Properties=species:S:1:pos:R:3:forces:R:3
N -1.787 -0.675 -1.157 -0.3 2.1 -1.3
H -1.586 -1.564 -0.808 0.1 -1.1 1.0
H -2.609 -0.646 -1.795 1.1 0.3 1.2
H -1.563 0.158 -0.564 -0.6 -1.4 -1.0
H 1.611 -1.803 1.236 -0.7 -0.2 -0.4
H 1.475 -2.079 -0.205 0.7 0.0 -1.6
O 0.954 -2.094 0.569 0.0 0.2 2.0
H 0.036 2.825 -2.673 0.6 0.6 -0.1
H 0.106 1.292 -2.912 0.0 0.3 0.2
O -0.465 2.026 -2.631 -0.7 -0.7 0.0
H 0.041 -0.776 -2.386 -1.1 0.5 0.2
H 1.430 -1.080 -2.747 -0.3 1.0 -0.7
O 0.732 -0.419 -2.957 1.2 -1.6 0.4
H 0.519 -1.029 3.414 -0.1 0.2 -0.3
H 0.472 -0.798 4.876 -0.4 0.7 -0.5
O 0.250 -0.341 4.034 0.4 -1.1 1.0
H -0.242 2.340 2.404 -1.2 4.5 1.8
H -0.514 1.043 2.299 1.8 -0.1 -1.0
O 0.197 1.683 1.980 -0.5 -4.3 -0.9
```
Positions in Å, forces in eV/Å.

Results
**SMILES**: N.O.O.O.O.O
**HOMO-LUMO gap**: 0.3606 Eh
**Highest occupied orbital energy**: -9.60 eV

[4]
DFT (the ωB97M-V functional and the def2-TZVPD basis) results for a cluster of 7 separate species, H13O6S in total.

```
20
Properties=species:S:1:pos:R:3:forces:R:3
S 0.432 -0.832 0.441 0.2 0.1 0.1
H 1.493 -0.108 0.044 0.0 -0.1 -0.3
H 4.115 -0.799 0.834 -0.1 -0.2 0.1
H 3.847 0.490 1.563 0.0 -0.2 0.5
O 4.281 -0.371 1.682 0.1 0.4 -0.4
H 1.571 1.410 2.863 0.0 -0.2 0.0
H 1.768 1.147 1.382 -0.2 0.1 0.5
O 2.105 1.697 2.119 0.0 0.2 -0.5
H 0.335 -1.712 -1.802 -0.1 0.0 -0.1
H -0.817 -2.042 -2.760 -0.1 0.1 0.0
O 0.141 -2.034 -2.707 0.2 0.0 0.1
H -2.944 -1.890 -1.782 -0.5 -0.1 0.3
H -3.899 -2.871 -2.555 0.2 -0.1 0.3
O -3.568 -1.972 -2.518 0.1 0.2 -0.5
H -0.615 3.459 1.670 -0.2 0.4 -0.3
H -0.010 4.092 0.453 0.0 0.1 -0.1
O -0.740 4.215 1.068 0.2 -0.5 0.4
H -2.937 0.017 0.041 0.0 0.1 0.0
H -1.808 -0.976 -0.146 0.3 0.3 0.5
O -2.747 -0.921 0.111 -0.1 -0.3 -0.4
```
Positions in Å, forces in eV/Å.

Results
**HOMO-LUMO gap**: 0.2811 Eh
**Net charge**: -1
**Highest occupied orbital energy**: -4.31 eV

[5]
DFT (the ωB97M-V functional and the def2-TZVPD basis) results for a cluster of 7 separate species, H13O7 in total.

```
20
Properties=species:S:1:pos:R:3:forces:R:3
O 0.100 0.182 0.280 -0.6 0.5 1.2
H -0.677 0.368 0.859 0.7 -0.2 -1.0
O 0.460 2.615 -0.642 -0.4 0.4 -0.9
H 0.777 3.300 -0.063 0.1 -0.2 0.6
H 0.345 1.725 -0.218 0.4 0.2 0.3
O 0.366 0.490 -2.703 0.3 2.6 -10.5
H 0.321 0.249 -1.893 -1.2 -2.1 8.8
H -0.446 0.829 -3.148 1.0 -0.6 1.6
O 2.287 -1.107 -0.325 0.2 8.2 3.4
H 1.386 -0.729 -0.062 1.3 -0.5 -0.3
H 2.216 -1.893 -0.640 -1.1 -7.8 -3.1
O 0.576 0.456 2.947 2.6 -3.2 -2.3
H -0.011 1.075 3.194 -3.2 3.5 1.7
H 0.402 0.394 1.953 1.1 -0.3 1.0
O -2.243 -0.166 -0.345 -1.6 -1.6 -1.6
H -1.301 -0.244 -0.523 1.4 1.0 0.6
H -2.423 -0.936 -0.925 -1.0 0.4 0.5
O -0.514 -2.490 0.598 0.1 -2.7 -0.6
H -1.386 -2.502 0.948 -1.1 -0.1 0.4
H -0.239 -1.610 0.713 0.9 2.4 0.1
```
Positions in Å, forces in eV/Å.

Results
**HOMO-LUMO gap**: 0.3635 Eh
**Net charge**: -1
**Highest occupied orbital energy**: -6.27 eV

[6]
DFT (the ωB97M-V functional and the def2-TZVPD basis) results for a cluster of 8 separate species, H14IO7 in total.

```
22
Properties=species:S:1:pos:R:3:forces:R:3
I 0.003 -0.278 0.188 0.1 0.2 0.2
O 2.221 0.398 -2.497 0.1 0.4 -2.5
H 3.034 0.401 -2.040 1.2 -0.1 1.0
H 1.539 0.308 -1.865 -1.2 -0.3 1.5
O -3.530 -1.348 0.382 -1.2 -0.3 0.2
H -3.836 -2.087 -0.149 -0.2 0.0 -0.1
H -2.603 -1.349 0.206 1.4 0.4 -0.1
O 2.226 2.556 0.046 0.6 0.4 0.8
H 2.593 2.822 -0.791 -0.1 0.0 -0.5
H 1.474 1.993 -0.128 -0.4 -0.5 -0.3
O -0.080 2.939 1.950 1.6 1.6 1.7
H 0.891 2.791 2.007 -1.1 0.1 -0.3
H -0.407 2.303 1.358 -0.6 -1.6 -1.3
O -1.656 0.061 -2.931 0.8 -0.6 -3.3
H -1.410 0.180 -2.034 0.8 0.0 1.4
H -0.834 -0.177 -3.476 -1.7 0.6 1.7
O 0.576 -0.702 3.970 -1.2 -0.3 0.4
H 0.445 -0.314 3.106 -0.1 0.1 -0.6
H 1.498 -0.662 4.137 1.2 0.1 0.1
O -0.667 -3.510 -0.824 -1.3 -0.7 1.8
H -1.224 -3.684 0.005 1.3 0.4 -1.8
H -0.260 -2.651 -0.629 0.0 0.1 0.0
```
Positions in Å, forces in eV/Å.

Results
**HOMO-LUMO gap**: 0.3213 Eh
**Net charge**: -1
**Highest occupied orbital energy**: -5.71 eV

[7]
DFT (the ωB97M-V functional and the def2-TZVPD basis) results for a cluster of 8 separate species, H14NO10 in total.

```
25
Properties=species:S:1:pos:R:3:forces:R:3
N -0.557 -0.628 -0.991 1.2 2.9 6.3
O -0.894 -1.739 -0.554 0.2 -0.8 -2.3
O 0.674 -0.258 -1.035 -0.7 -1.9 -2.7
O -1.301 0.348 -0.686 -1.2 -0.5 -2.3
O 2.523 -2.262 -1.592 -2.1 0.3 -0.5
H 2.833 -2.464 -0.709 -0.2 0.2 0.3
H 1.556 -1.928 -1.493 2.6 -0.6 0.1
O -2.922 2.308 0.205 -0.2 0.5 0.9
H -2.436 2.402 1.050 -0.1 -0.1 -0.9
H -2.425 1.676 -0.327 0.2 0.0 0.1
O 2.064 -0.322 1.221 0.7 -0.1 0.5
H 1.714 -1.048 1.747 -0.3 0.0 0.0
H 1.554 -0.319 0.404 0.1 0.0 0.1
O 0.453 2.227 0.597 -0.8 -1.8 -0.7
H 0.125 2.966 0.110 -0.2 1.2 -0.4
H 0.073 1.496 0.011 0.8 1.0 1.3
O -3.349 -0.407 1.311 0.6 -3.3 0.0
H -3.442 0.494 1.199 -0.5 3.1 -0.4
H -2.724 -0.639 0.596 -0.3 0.0 0.5
O 2.381 2.002 -1.912 0.1 0.5 0.8
H 1.752 1.288 -1.770 -0.1 -0.2 -0.1
H 2.588 2.051 -2.832 0.0 -0.2 -0.8
O 0.018 -2.168 2.078 0.4 0.9 0.9
H 0.024 -3.105 2.177 -0.1 -1.0 -0.1
H -0.289 -1.965 1.197 -0.3 -0.1 -0.6
```
Positions in Å, forces in eV/Å.

Results
**HOMO-LUMO gap**: 0.3552 Eh
**Net charge**: -1
**Highest occupied orbital energy**: -7.17 eV

[8]
DFT (the ωB97M-V functional and the def2-TZVPD basis) results for a cluster of 6 separate species, H14NO5 in total.

```
20
Properties=species:S:1:pos:R:3:forces:R:3
N 0.249 0.966 0.671 2.0 0.3 -0.9
H 0.414 0.148 0.068 0.5 0.5 -0.2
H -0.461 1.494 0.201 -1.5 0.0 0.0
H 1.007 1.686 0.631 0.1 -1.0 0.1
H 0.094 0.504 1.565 -0.6 0.4 0.4
H -1.917 -3.443 0.000 0.2 0.9 0.5
H -1.066 -4.412 0.587 0.8 -0.6 0.7
O -1.213 -3.471 0.678 -0.8 -0.3 -1.1
H 1.367 -2.523 -1.295 -0.2 0.6 -0.9
H 1.036 -1.667 -2.624 0.1 -0.6 0.2
O 1.282 -1.634 -1.693 -0.1 0.1 0.8
H 1.954 4.126 -0.591 -0.6 -1.9 1.2
H 1.061 4.249 0.554 -0.7 0.3 1.0
O 1.494 3.535 0.103 1.3 1.6 -2.1
H -0.675 -1.132 2.923 -0.1 0.2 3.6
H -0.635 -1.965 1.767 -0.4 1.8 -0.5
O -0.708 -0.981 2.024 0.2 -2.5 -2.7
H -1.440 0.877 -2.098 0.8 1.5 0.9
H -1.224 2.419 -2.247 0.4 -1.1 1.1
O -1.013 1.661 -1.630 -1.3 -0.3 -2.1
```
Positions in Å, forces in eV/Å.

Results
**HOMO-LUMO gap**: 0.4429 Eh
**Net charge**: +1
**Highest occupied orbital energy**: -14.84 eV

Relative energy (zero: lowest compared OMol25 entry of this formula, charge and spin), record by record: 3.7, 35.6, 45.3, 22.6, 59.8, 11.5, 36.0, 31.8 kcal/mol
Calculated total energy, record by record: -17154.6789, -11936.9799, -11937.9090, -23333.4677, -14543.7278, -22664.0826, -22190.8872, -11949.0410 eV